[1]
{
  "formula": "C4H40InO20",
  "method": "the ωB97M-V functional and the def2-TZVPD basis",
  "species": ["In", "O", "C", "C", "O", "H", "H", "H", "H", "O", "C", "C", "O", "H", "H", "H", "H", "O", "H", "H", "O", "H", "H", "O", "H", "H", "O", "H", "H", "O", "H", "H", "O", "H", "H", "O", "H", "H", "O", "H", "H", "O", "H", "H", "O", "H", "H", "O", "H", "H", "O", "H", "H", "O", "H", "H", "O", "H", "H", "O", "H", "H", "O", "H", "H"],
  "coordinates": [[8.9122, 8.6052, 10.0195], [5.6991, 4.9526, 14.3661], [6.7524, 4.5370, 13.9122], [6.6293, 10.3730, 14.0925], [7.4019, 9.6577, 14.4745], [6.9506, 4.0908, 12.9455], [7.6936, 4.6065, 14.5068], [12.0785, 10.8403, 18.8196], [6.8305, 6.6668, 10.4810], [10.4097, 9.9371, 10.8966], [10.6760, 11.1467, 10.2229], [9.4825, 11.4784, 9.2361], [9.0091, 10.2756, 8.6634], [11.6841, 11.0045, 9.6759], [10.8114, 12.0309, 10.8816], [9.7897, 12.2147, 8.5368], [8.6883, 11.8265, 9.8997], [8.5218, 4.6144, 17.1126], [7.9819, 4.9004, 17.8436], [9.4518, 4.8671, 17.4492], [9.8611, 3.9245, 9.6830], [9.5887, 3.3658, 10.3900], [10.4720, 4.5819, 9.9728], [7.2695, 7.1480, 4.9211], [7.9376, 6.6224, 5.4164], [6.7319, 6.4449, 4.4611], [7.2216, 11.7259, 7.3971], [6.2621, 11.7307, 7.5628], [7.6767, 11.0883, 8.0272], [9.3198, 7.0543, 15.8627], [9.1045, 7.7172, 15.2121], [8.5359, 6.4838, 15.9468], [9.7177, 9.5094, 5.9977], [9.0052, 9.5457, 5.4167], [9.4895, 9.9517, 6.8618], [8.1339, 12.3849, 13.3216], [7.1594, 12.4356, 13.1764], [8.4379, 11.4925, 13.0677], [9.5186, 6.7473, 6.5463], [9.8690, 7.6509, 6.2572], [9.0944, 6.9500, 7.3879], [12.7214, 6.1117, 7.7569], [12.8601, 6.0601, 6.8325], [11.8301, 6.4367, 7.9083], [5.9876, 11.2132, 10.5026], [5.3701, 10.4720, 10.6481], [5.4341, 11.7082, 9.9090], [10.2740, 9.5064, 13.5029], [10.5720, 9.6980, 12.6346], [10.9429, 9.6151, 14.1359], [11.8679, 7.5567, 10.3467], [12.3365, 7.9285, 9.5639], [11.3988, 8.4201, 10.6520], [12.1095, 6.3136, 15.3280], [12.4270, 6.5269, 14.4146], [11.1268, 6.2655, 15.1469], [5.1582, 6.0754, 9.3087], [5.3494, 6.6256, 10.0602], [5.5495, 6.5812, 8.5887], [9.2651, 5.5803, 12.3662], [10.0804, 6.1265, 12.1552], [8.7339, 6.1527, 12.8988], [9.4595, 5.0216, 4.0746], [9.6613, 5.0655, 4.9930], [9.4986, 5.9568, 3.7960]],
  "atomic_forces_ev_per_a": [[-0.2, 0.8, 0.0], [1.2, -0.7, -1.0], [-0.1, 0.9, 1.8], [-0.7, 0.0, 0.0], [0.3, -0.5, 0.2], [-0.7, -0.2, -0.8], [-0.3, 0.0, 0.1], [0.0, 0.0, 0.0], [1.3, 1.0, 0.0], [-0.3, -0.3, 0.4], [0.8, -0.2, -1.5], [0.8, -1.9, 2.6], [-0.1, -0.3, -0.8], [-1.4, 0.4, 0.4], [-0.2, -0.6, 0.1], [0.1, 0.6, -0.9], [-0.1, 0.6, -0.1], [2.5, 0.5, 0.6], [-0.6, 0.1, 0.4], [-2.0, -0.6, -1.0], [-0.5, -0.2, -1.8], [0.0, -0.2, 1.1], [0.5, 0.4, 0.7], [-0.6, -1.6, -0.5], [-0.3, 0.6, -0.2], [0.9, 1.2, 0.7], [-0.4, -0.2, 0.3], [0.8, -0.2, 0.0], [-0.7, 0.4, -0.7], [-0.3, -0.7, 0.1], [-0.1, 0.6, -0.3], [0.4, 0.2, 0.0], [2.3, -0.1, 2.2], [-2.2, 0.3, -1.3], [-0.2, -0.4, -0.7], [-0.6, 0.0, -0.3], [1.3, -0.3, -0.1], [-0.2, 0.6, 0.1], [0.9, 1.1, -0.2], [-0.7, -0.9, 0.4], [-0.1, -0.2, 0.0], [0.2, 0.1, 1.7], [-0.1, 0.0, -1.4], [-0.2, -0.1, -0.3], [-0.7, -1.1, 0.3], [0.7, 0.0, 0.4], [0.0, 1.0, -0.6], [-2.5, -1.0, 0.8], [0.8, 0.6, -1.8], [1.5, 0.3, 1.1], [-0.9, 2.2, -0.4], [-0.1, -0.8, 0.6], [1.0, -1.2, -0.2], [-1.1, 0.1, -2.0], [0.0, -0.3, 1.2], [1.2, 0.2, 0.8], [-0.5, -0.5, -0.9], [0.0, 0.5, 0.9], [0.0, -0.1, -0.2], [2.1, 0.3, -0.9], [-1.4, -1.0, 0.4], [-0.5, 0.7, 0.5], [-0.2, 0.6, -1.5], [0.3, 0.0, 1.3], [-0.1, -0.7, 0.1]],
  "e_homo_ev": -3.22,
  "charge": -1,
  "orbital_gap_ev": 1.412,
  "total_energy_ev": -50913.3119,
  "fmax_ev_per_a": 3.327
}

=====

[2]
{
  "formula": "C2",
  "method": "the ωB97M-V functional and the def2-TZVPD basis",
  "species": ["C", "C"],
  "coordinates": [[-0.2325, -0.4793, 0.3136], [0.2325, 0.4793, -0.3136]],
  "atomic_forces_ev_per_a": [[-0.4, -0.7, 0.5], [0.4, 0.7, -0.5]],
  "e_homo_ev": -11.66,
  "orbital_gap_ev": 6.933,
  "total_energy_ev": -2064.7266,
  "fmax_ev_per_a": 0.937
}

=====

[3]
{
  "formula": "C19H42N5O6",
  "method": "the ωB97M-V functional and the def2-TZVPD basis",
  "species": ["C", "C", "C", "C", "C", "C", "N", "C", "O", "O", "H", "H", "H", "H", "H", "H", "H", "H", "H", "H", "H", "H", "H", "H", "C", "O", "N", "C", "C", "H", "H", "H", "H", "H", "H", "H", "C", "O", "N", "C", "C", "H", "H", "H", "H", "H", "H", "H", "C", "O", "N", "C", "C", "H", "H", "H", "H", "H", "H", "H", "C", "O", "N", "C", "C", "H", "H", "H", "H", "H", "H", "H"],
  "coordinates": [[0.7300, 0.1637, 2.0356], [-0.7534, 0.3809, 1.6378], [-1.5039, -0.9581, 1.4732], [-0.7591, 1.2111, 0.3266], [-0.4611, 2.6832, 0.6078], [0.1963, 3.4478, -0.5358], [0.8677, 4.6494, 0.0459], [1.2705, 2.6225, -1.2949], [1.0382, 2.3200, -2.4930], [2.2964, 2.3540, -0.6365], [0.8652, 0.2535, 3.1159], [1.3707, 0.9163, 1.5673], [1.0710, -0.8054, 1.6690], [-1.1993, 1.0201, 2.4065], [-1.9471, -1.0739, 0.4849], [-2.2806, -1.0482, 2.2392], [-0.8127, -1.7725, 1.6715], [-0.0042, 0.7547, -0.3214], [-1.7246, 1.0873, -0.1737], [-1.4221, 3.1713, 0.8156], [0.1211, 2.8097, 1.5237], [-0.5235, 3.8440, -1.2565], [1.5409, 4.9667, -0.6465], [1.4705, 4.2693, 0.7720], [-0.2275, -4.4854, 0.1442], [-0.7146, -3.8137, 1.0318], [1.0101, -5.0154, 0.1756], [1.5350, -5.7989, -0.9184], [1.8483, -4.7841, 1.3493], [-0.7744, -4.7123, -0.7888], [1.7889, -6.8063, -0.5766], [2.4346, -5.3298, -1.3238], [0.7933, -5.8751, -1.7118], [1.3567, -5.1811, 2.2364], [1.9971, -3.7154, 1.4906], [2.8040, -5.2702, 1.2141], [4.9681, -4.8256, 3.7864], [3.9398, -4.7625, 3.1432], [5.7860, -5.8980, 3.8112], [7.0030, -5.9227, 4.5949], [5.4238, -7.0609, 3.0204], [5.3234, -3.9916, 4.4142], [7.8687, -6.0747, 3.9467], [6.9660, -6.7321, 5.3275], [7.1225, -4.9786, 5.1220], [5.3522, -6.7908, 1.9660], [4.4531, -7.4438, 3.3379], [6.1781, -7.8338, 3.1458], [-2.4309, 2.2647, -3.0159], [-3.3978, 2.5794, -2.3321], [-2.5079, 1.5874, -4.1738], [-1.3020, 1.2527, -4.9101], [-3.8059, 1.1898, -4.6799], [-1.3928, 2.5086, -2.7353], [-1.3319, 1.7025, -5.9064], [-1.2146, 0.1684, -5.0148], [-0.4294, 1.6266, -4.3711], [-4.4334, 2.0680, -4.8440], [-4.3119, 0.5461, -3.9583], [-3.6797, 0.6540, -5.6183], [-3.5286, 6.2598, 0.2182], [-3.4191, 7.0657, 1.1255], [-4.3523, 6.4311, -0.8367], [-4.4834, 5.4557, -1.9046], [-5.1384, 7.6472, -0.8919], [-2.9612, 5.3164, 0.1874], [-4.2092, 5.9126, -2.8595], [-5.5190, 5.1107, -1.9608], [-3.8451, 4.5888, -1.7388], [-4.4844, 8.5209, -0.9013], [-5.7835, 7.7218, -0.0144], [-5.7492, 7.6410, -1.7921]],
  "atomic_forces_ev_per_a": [[-0.3, 0.4, -0.1], [0.5, 0.4, -0.7], [0.3, 0.5, 1.0], [0.0, -0.5, 0.5], [-0.7, 0.1, -0.5], [0.9, 0.8, 0.0], [-0.2, -0.2, 0.1], [0.0, -0.3, 0.0], [-0.4, 0.0, -0.2], [0.0, -0.1, 0.2], [0.1, -0.3, 0.0], [0.0, 0.0, 0.0], [0.1, 0.0, 0.2], [-0.3, -0.2, 0.0], [0.0, 0.0, 0.0], [-0.2, 0.0, -0.2], [-0.2, 0.0, -0.3], [0.0, 0.2, -0.1], [0.0, 0.2, 0.0], [0.1, 0.0, 0.1], [0.3, -0.2, -0.1], [-0.2, -0.3, 0.0], [-0.1, 0.1, 0.0], [0.1, 0.0, 0.0], [-0.1, 0.1, 0.0], [0.0, -0.4, 0.0], [0.1, -0.1, 0.0], [0.1, 0.1, 0.2], [-0.5, 0.1, -0.3], [0.0, 0.0, 0.0], [0.0, 0.0, -0.1], [0.0, -0.1, -0.1], [0.0, 0.0, 0.0], [0.1, 0.0, 0.1], [0.1, 0.0, 0.1], [0.0, 0.0, -0.1], [-0.1, 0.2, 0.0], [0.3, -0.1, 0.2], [0.1, 0.0, 0.1], [-0.1, -0.1, -0.1], [-0.1, 0.1, 0.0], [0.0, 0.0, 0.0], [0.1, 0.0, 0.1], [0.1, 0.0, 0.0], [0.0, 0.0, 0.0], [0.0, -0.1, 0.0], [0.0, 0.0, 0.0], [0.0, 0.0, 0.0], [0.3, 0.2, 0.4], [-0.1, -0.1, -0.2], [0.0, -0.1, -0.2], [-0.1, 0.0, 0.0], [0.1, 0.1, 0.2], [0.0, -0.1, 0.0], [0.0, 0.0, 0.0], [0.1, 0.0, 0.0], [0.0, 0.0, 0.1], [-0.1, 0.0, 0.0], [-0.1, 0.0, 0.0], [0.0, 0.0, 0.0], [0.1, -0.1, 0.1], [-0.1, 0.0, 0.0], [0.0, -0.1, -0.1], [0.0, 0.2, 0.1], [0.1, 0.0, 0.1], [0.0, 0.0, 0.0], [0.0, -0.1, 0.0], [0.0, -0.1, -0.1], [0.0, 0.1, 0.1], [-0.1, 0.0, 0.0], [0.0, 0.1, 0.0], [0.0, 0.0, 0.0]],
  "e_homo_ev": -4.31,
  "charge": -1,
  "orbital_gap_ev": 6.116,
  "total_energy_ev": -40121.5942,
  "fmax_ev_per_a": 1.209
}